The following is a DFT calculation (ωB97M-V/def2-TZVPD) of a structure of composition C24H27F4N3S3SiTc in a non-equilibrium geometry.

Values from the calculation:
Lowest unoccupied orbital energy (alpha / beta) (eV): 0.34 / -1.88
E (Eh): -3059.3323
2S+1: 4
Energy relative to the best compared isomer or geometry (same formula, charge and spin) (eV): 2.554
Kohn-Sham gap (alpha / beta) (eV): 7.47 / 5.48

The geometry in XYZ format:
```
63
Properties=species:S:1:pos:R:3:forces:R:3:lowdin_spin:R:1
Tc -0.228 -0.239 0.513 -0.22 -0.39 0.86 1.641
C -2.078 2.204 0.922 0.13 0.48 -0.05 0.000
N -2.112 0.739 0.972 0.15 0.09 -0.24 -0.003
C -2.617 0.351 2.297 -0.08 -0.25 0.43 0.007
C -3.033 0.236 -0.075 -0.05 -0.46 -0.46 0.006
C -2.847 -1.259 -0.351 -0.37 0.17 0.14 0.019
N -1.431 -1.532 -0.431 -0.32 0.55 0.05 0.084
C -0.925 -2.598 -1.055 0.79 -1.22 -0.54 0.013
C 0.489 -2.744 -1.039 -0.43 0.03 -0.09 0.019
F 1.206 -1.737 -0.410 0.03 -0.26 -0.26 0.022
C 1.166 -3.772 -1.650 0.02 -0.06 -0.02 -0.001
F 2.507 -3.795 -1.614 -0.17 0.04 0.07 -0.002
C 0.477 -4.778 -2.308 -0.26 0.22 0.11 0.027
C -0.907 -4.677 -2.346 0.33 -0.01 0.00 0.000
F -1.601 -5.629 -2.991 -0.01 0.19 0.11 -0.002
C -1.598 -3.632 -1.763 0.19 0.30 0.14 0.022
F -2.940 -3.598 -1.914 0.09 -0.06 0.11 0.005
H -3.074 2.632 1.077 -0.09 -0.14 -0.01 -0.001
H -1.698 2.544 -0.043 -0.02 -0.06 0.06 0.000
H -1.409 2.566 1.701 -0.09 0.00 -0.08 0.000
H -3.578 0.834 2.504 -0.02 0.11 -0.17 0.000
H -1.895 0.654 3.056 -0.10 -0.08 -0.06 0.001
H -2.745 -0.730 2.339 0.14 0.10 0.09 0.002
H -2.817 0.784 -0.997 0.03 0.04 0.11 0.001
H -4.071 0.431 0.211 0.02 0.12 0.02 0.000
H -3.378 -1.502 -1.275 0.03 0.09 0.12 0.000
H -3.284 -1.866 0.453 -0.10 0.16 -0.16 0.010
H 0.987 -5.597 -2.785 0.08 -0.07 -0.03 0.002
C 1.129 6.137 -1.360 0.43 -0.59 0.12 0.000
Si 2.169 4.616 -0.847 0.17 0.38 -0.04 0.000
C 3.839 4.596 -1.775 -0.61 0.07 0.36 0.000
C 2.443 4.735 1.029 -0.06 -0.17 -0.63 0.000
C 1.237 3.067 -1.471 0.10 0.30 0.02 0.002
C 0.952 2.949 -2.825 0.05 -0.07 0.28 -0.002
C 0.332 1.813 -3.335 -0.12 -0.09 -0.02 0.003
C -0.091 0.839 -2.454 -0.08 -0.01 -0.52 -0.001
N 0.124 0.940 -1.146 0.12 0.71 -0.51 0.004
C 0.833 1.995 -0.669 0.03 -0.06 0.36 0.006
S 1.138 1.758 1.009 0.16 -0.24 0.37 0.037
H 1.596 7.045 -0.993 0.15 0.18 0.09 0.000
H 0.127 6.099 -0.942 -0.16 -0.11 0.13 0.000
H 1.029 6.236 -2.436 0.01 -0.04 -0.26 0.000
H 4.439 5.461 -1.512 0.09 0.21 0.08 0.000
H 3.703 4.608 -2.854 -0.10 0.00 -0.16 0.000
H 4.417 3.710 -1.530 0.02 -0.17 0.10 0.000
H 3.104 5.567 1.255 0.10 0.22 -0.10 0.000
H 2.879 3.835 1.448 0.11 -0.12 0.00 0.000
H 1.504 4.905 1.546 -0.20 0.01 0.06 0.000
H 1.225 3.747 -3.498 0.10 0.12 -0.17 0.000
H 0.173 1.693 -4.396 -0.10 -0.01 -0.03 0.000
H -0.611 -0.048 -2.793 -0.06 -0.06 0.01 0.000
S -2.288 -3.311 2.255 0.16 -0.44 0.19 0.594
C -0.722 -3.835 2.700 -0.58 0.28 -0.25 0.081
C -0.504 -5.195 2.968 0.23 -0.41 0.14 0.071
C 0.725 -5.643 3.392 -0.13 -0.19 -0.01 -0.002
C 1.773 -4.741 3.569 -0.08 0.04 0.04 0.098
C 1.579 -3.399 3.320 -0.01 0.04 -0.13 -0.007
C 0.349 -2.929 2.857 0.20 0.23 -0.10 0.114
S 0.187 -1.209 2.642 0.22 0.59 0.40 0.124
H -1.337 -5.873 2.864 -0.04 -0.08 -0.07 0.001
H 0.876 -6.690 3.604 -0.01 -0.11 0.00 -0.002
H 2.736 -5.088 3.910 0.10 -0.05 0.04 0.006
H 2.372 -2.682 3.471 0.09 0.01 -0.03 -0.001
```
Positions in Å, forces in eV/Å.

---

The following is a DFT calculation (ωB97M-V/def2-TZVPD) of a structure of composition C24H27F5O6STi in a non-equilibrium geometry.

Values from the calculation:
Lowest unoccupied orbital energy (alpha / beta) (eV): 0.08 / 0.08
E (Eh): -3129.1472
2S+1: 3
Energy relative to the best compared isomer or geometry (same formula, charge and spin) (eV): 1.253
Kohn-Sham gap (alpha / beta) (eV): 5.80 / 7.59

The geometry in XYZ format:
```
64
Properties=species:S:1:pos:R:3:forces:R:3:lowdin_spin:R:1
Ti 0.884 0.710 0.147 1.37 -0.98 1.41 1.727
C 0.116 1.561 3.289 -0.12 -0.04 -0.33 0.002
C 0.219 0.109 3.759 -0.02 -0.05 -0.08 0.001
O 0.562 -0.648 2.631 0.24 -0.04 -0.07 0.015
C 1.137 -1.918 2.809 -0.14 0.09 0.01 0.001
C 1.927 -2.225 1.535 -0.16 0.12 -0.25 0.004
O 1.428 -1.546 0.380 -0.14 -0.45 0.17 0.018
C 0.381 -2.178 -0.363 0.10 0.16 0.32 0.014
C -0.970 -1.824 0.209 -0.05 0.27 0.19 0.004
O -1.012 -0.405 0.350 -0.43 -0.13 0.15 0.021
C -1.978 0.076 1.294 0.27 -0.21 -0.23 0.004
C -1.663 1.517 1.628 0.48 -0.11 0.16 0.004
O -0.263 1.696 1.914 -0.44 -0.11 0.30 0.023
H 1.081 2.041 3.367 0.24 0.10 -0.06 0.001
H -0.591 2.105 3.909 -0.11 0.14 0.13 0.000
H -0.722 -0.246 4.184 -0.18 -0.07 0.07 0.000
H 0.988 0.037 4.531 0.05 0.01 0.11 0.000
H 0.357 -2.664 2.990 -0.11 -0.08 0.04 0.000
H 1.816 -1.929 3.665 0.05 -0.02 0.06 0.000
H 1.944 -3.299 1.351 0.05 -0.10 -0.03 0.000
H 2.950 -1.882 1.643 0.16 0.11 -0.02 0.000
H 0.520 -3.257 -0.390 0.03 -0.17 0.02 0.001
H 0.462 -1.787 -1.370 0.08 0.07 -0.25 0.006
H -1.113 -2.280 1.189 -0.04 -0.08 0.14 0.000
H -1.761 -2.155 -0.459 -0.20 -0.07 -0.16 0.000
H -1.931 -0.552 2.181 0.00 -0.12 0.16 0.001
H -2.977 0.016 0.870 -0.20 -0.04 -0.14 0.000
H -2.271 1.831 2.476 -0.04 0.04 0.14 0.001
H -1.877 2.172 0.800 -0.02 0.21 -0.32 0.000
F 7.028 1.135 2.939 0.29 0.05 0.32 0.000
C 6.106 1.065 1.987 -0.07 -0.01 0.42 0.001
C 4.773 1.015 2.304 -0.05 -0.01 0.00 0.000
F 4.382 1.049 3.579 -0.19 0.01 0.30 0.000
C 3.857 0.923 1.284 -0.05 0.02 0.47 0.005
F 2.551 0.902 1.657 -0.35 0.00 0.48 0.028
C 4.150 0.862 -0.053 -0.02 -0.19 -0.60 0.006
S 2.909 0.719 -1.277 0.59 0.31 -0.22 0.015
C 5.512 0.935 -0.326 0.10 -0.03 -0.14 0.001
F 5.936 0.904 -1.585 0.10 -0.03 -0.22 0.000
C 6.467 1.033 0.667 0.04 -0.01 -0.63 0.000
F 7.755 1.089 0.354 0.40 0.00 -0.16 0.000
C -4.229 -2.308 -3.767 0.06 0.08 0.04 0.000
C -3.442 -1.119 -3.266 0.00 -0.08 -0.06 0.001
C -2.081 -0.998 -3.506 0.13 -0.03 -0.02 0.000
C -1.337 0.083 -3.030 0.20 -0.17 -0.11 0.003
C 0.126 0.176 -3.415 -0.23 0.02 -0.15 0.009
C -1.974 1.074 -2.275 0.12 -0.08 0.27 0.001
C -3.366 1.016 -2.088 -0.21 0.01 -0.04 0.001
C -4.180 2.115 -1.429 0.12 -0.17 0.04 0.000
C -4.066 -0.090 -2.575 -0.05 0.13 0.07 0.000
C -1.173 2.164 -1.583 0.40 -0.25 0.00 0.018
O -1.607 3.296 -1.529 -0.20 0.49 0.06 0.028
O -0.053 1.790 -1.021 -2.03 1.39 -1.86 0.025
H -3.619 -2.948 -4.407 -0.02 0.05 0.04 0.000
H -5.100 -1.988 -4.344 0.04 0.00 0.02 0.000
H -4.599 -2.918 -2.938 0.03 0.04 -0.03 0.000
H -1.574 -1.763 -4.091 -0.04 0.08 0.02 0.000
H 0.394 -0.639 -4.091 -0.04 0.05 0.01 0.000
H 0.795 0.147 -2.560 -0.04 -0.04 0.00 0.008
H 0.329 1.122 -3.927 -0.01 -0.09 0.08 0.000
H -3.869 2.324 -0.402 0.05 -0.04 -0.03 0.000
H -5.235 1.831 -1.416 0.10 0.02 0.01 0.000
H -4.067 3.055 -1.963 0.02 0.00 -0.04 0.000
H -5.144 -0.131 -2.425 0.11 0.00 0.00 0.000
```
Positions in Å, forces in eV/Å.

---

The following is a DFT calculation (ωB97M-V/def2-TZVPD) of a structure of composition C24H27GdN7O in a non-equilibrium geometry.

Values from the calculation:
Total charge: +3
Lowest unoccupied orbital energy (alpha / beta) (eV): -8.60 / -12.29
E (Eh): -2153.9363
2S+1: 8
Energy relative to the best compared isomer or geometry (same formula, charge and spin) (eV): 5.620
Kohn-Sham gap (alpha / beta) (eV): 5.84 / 5.54

The geometry in XYZ format:
```
60
Properties=species:S:1:pos:R:3:forces:R:3:lowdin_spin:R:1
Gd 0.071 0.454 -0.401 -0.12 -0.37 0.12 5.037
C 1.235 -2.817 -0.131 0.26 0.59 0.56 0.005
C 2.023 -2.348 -1.367 0.37 -0.66 0.42 0.012
C 1.178 -1.773 -2.460 0.72 -2.71 -1.37 0.140
C 0.656 -2.559 -3.483 1.50 -0.99 3.90 0.255
C 0.084 -1.980 -4.613 -1.59 -0.10 -1.74 0.569
C -0.082 -0.574 -4.597 0.22 2.37 0.91 0.202
C 0.480 0.159 -3.559 -1.57 0.89 -2.95 0.180
N 1.012 -0.424 -2.441 -0.16 0.37 0.85 0.535
N 0.773 -1.688 0.782 -0.20 0.00 -0.26 0.008
C -0.468 -2.094 1.520 0.80 0.17 1.49 0.001
C -1.699 -2.093 0.675 -0.86 -0.30 -0.54 0.001
C -2.706 -3.061 0.834 0.30 0.33 -0.22 0.000
C -3.872 -3.006 0.048 0.81 0.93 -0.24 0.000
C -3.998 -1.927 -0.846 0.82 -0.03 -0.36 0.000
C -2.908 -1.040 -0.989 -1.69 -0.25 0.02 0.000
N -1.794 -1.099 -0.248 -0.23 -0.45 0.22 -0.005
C 1.833 -1.237 1.726 0.46 0.06 0.12 0.001
C 2.760 -0.179 1.149 0.71 1.22 -0.06 0.001
C 4.098 -0.148 1.608 -1.02 -0.29 -0.12 0.001
C 4.951 0.861 1.215 -0.83 1.15 -1.47 0.001
C 4.463 1.799 0.218 1.41 -0.70 1.59 0.000
C 3.145 1.744 -0.127 -0.51 0.51 -0.34 0.001
N 2.288 0.806 0.330 0.52 -1.24 0.78 -0.001
H 1.843 -3.535 0.451 -0.28 0.35 -0.10 0.000
H 0.333 -3.322 -0.453 -0.12 -0.19 -0.12 0.001
H 2.505 -3.244 -1.790 -0.05 0.27 0.28 0.002
H 2.853 -1.659 -1.087 -0.57 -0.35 -0.24 0.000
H 0.621 -3.659 -3.349 0.33 0.79 -0.12 0.007
H -0.261 -2.587 -5.431 0.25 0.02 -0.33 0.028
H -0.635 -0.087 -5.408 0.39 0.00 0.39 0.004
H 0.436 1.253 -3.580 0.11 -0.34 -0.07 0.011
H -0.567 -1.356 2.371 -0.16 -0.74 -0.91 0.000
H -0.344 -3.089 1.997 0.02 0.46 -0.27 0.000
H -2.548 -3.868 1.557 -0.13 0.31 -0.31 0.000
H -4.616 -3.786 0.101 -0.14 0.04 0.14 0.000
H -4.851 -1.787 -1.532 0.44 -0.25 0.65 0.000
H -3.068 -0.227 -1.718 0.61 -0.31 0.38 0.001
H 2.523 -2.038 2.049 -0.64 -0.13 -0.21 0.001
H 1.377 -0.857 2.665 0.13 -0.04 -0.68 0.000
H 4.397 -0.939 2.292 0.17 0.28 -0.05 0.000
H 5.937 0.959 1.661 -0.04 -0.06 -0.33 0.000
H 5.114 2.579 -0.194 -0.34 -0.38 0.31 0.000
H 2.712 2.548 -0.751 0.27 -0.64 0.17 0.000
C -1.010 2.640 3.927 -0.15 0.08 0.98 0.000
N -1.339 3.012 2.558 -1.34 0.66 -1.19 0.001
C -2.146 4.137 2.327 0.06 -0.42 -1.20 0.000
C -2.522 4.439 1.032 0.62 -0.84 1.11 0.000
C -2.072 3.560 -0.012 0.53 0.63 -0.91 -0.001
N -1.302 2.458 0.216 -0.70 0.59 0.99 -0.010
C -1.010 2.178 1.505 1.34 -0.90 1.72 -0.001
O -0.309 1.098 1.772 -1.42 1.94 -0.71 0.007
N -2.275 3.855 -1.306 -0.18 -0.56 0.37 0.001
H -1.667 3.198 4.622 0.36 -0.20 -0.50 0.000
H 0.029 2.913 4.152 -0.26 -0.39 -0.05 0.000
H -1.233 1.580 4.073 0.39 0.19 0.00 0.000
H -2.480 4.754 3.195 0.58 -0.73 -0.77 0.000
H -3.093 5.330 0.815 -0.06 -0.12 -0.03 0.000
H -2.921 4.599 -1.572 0.43 -0.40 -0.06 0.000
H -1.935 3.176 -1.999 -0.54 0.88 0.39 0.001
```
Positions in Å, forces in eV/Å.

---

The following is a DFT calculation (ωB97M-V/def2-TZVPD) of a structure of composition C24H27GeN4O2Sn in a non-equilibrium geometry.

Values from the calculation:
Total charge: +1
Lowest unoccupied orbital energy (alpha / beta) (eV): -4.03 / -4.03
E (Eh): -3591.1224
2S+1: 1
Energy relative to the best compared isomer or geometry (same formula, charge and spin) (eV): 1.155
Kohn-Sham gap (alpha / beta) (eV): 6.12 / 6.12

The geometry in XYZ format:
```
59
Properties=species:S:1:pos:R:3:forces:R:3:lowdin_charge:R:1
Sn 0.175 -0.693 -0.047 0.48 -1.30 -0.05 1.383
C 1.254 -0.866 -3.345 -0.05 -0.01 -0.08 -0.004
O 1.545 -0.518 -1.979 0.15 0.16 0.08 -0.249
C 2.511 0.474 -1.768 -0.11 -0.23 -0.14 -0.227
C 3.771 0.414 -2.331 0.05 -0.09 -0.06 0.005
C 4.684 1.418 -2.045 -0.10 0.05 0.07 -0.050
C 4.330 2.468 -1.201 -0.01 -0.05 -0.07 -0.055
C 3.067 2.516 -0.639 -0.04 0.08 0.14 0.004
C 2.152 1.509 -0.914 0.06 0.02 0.01 -0.196
N 0.840 1.417 -0.406 -0.15 -0.29 0.27 -0.092
N 0.362 2.435 0.186 -0.04 0.31 -0.35 0.134
C -0.956 2.542 0.466 -0.06 -0.31 0.22 -0.141
C -1.937 1.634 -0.028 0.37 0.59 0.32 -0.295
O -1.629 0.439 -0.422 0.09 -0.64 -0.25 -0.210
C -3.281 2.091 -0.145 0.09 -0.22 0.04 0.009
C -3.653 3.273 0.404 0.04 0.11 0.07 0.020
C -2.735 4.110 1.114 -0.06 -0.07 -0.04 -0.165
C -3.169 5.272 1.774 -0.02 0.08 0.01 -0.021
C -2.280 6.044 2.479 0.01 0.00 0.00 -0.063
C -0.931 5.668 2.538 -0.03 -0.04 -0.01 -0.053
C -0.482 4.548 1.877 0.05 0.02 -0.02 -0.019
C -1.377 3.750 1.152 0.03 0.00 -0.05 -0.102
H 2.150 -1.220 -3.848 0.04 0.01 0.04 0.097
H 0.845 -0.004 -3.870 0.02 0.04 0.02 0.115
H 0.523 -1.669 -3.311 0.05 0.07 -0.01 0.074
H 4.047 -0.413 -2.970 -0.01 0.02 -0.01 0.123
H 5.673 1.375 -2.478 0.01 0.01 0.01 0.115
H 5.044 3.249 -0.979 0.00 0.00 -0.01 0.114
H 2.771 3.322 0.018 0.03 0.01 -0.01 0.115
H -3.995 1.450 -0.646 -0.02 -0.01 0.04 0.119
H -4.687 3.590 0.336 0.01 0.01 0.00 0.128
H -4.215 5.548 1.726 0.00 -0.02 -0.01 0.119
H -2.615 6.936 2.990 -0.01 -0.02 0.02 0.110
H -0.239 6.254 3.128 0.01 0.04 -0.05 0.111
H 0.559 4.262 1.930 0.00 0.00 0.01 0.107
C -1.193 -4.081 1.578 0.02 -0.09 -0.09 -0.226
Ge 0.714 -3.727 1.821 -0.10 0.97 0.37 0.665
C 1.776 -5.355 1.843 0.04 0.02 -0.23 -0.212
C 0.942 -2.696 3.474 -0.12 -0.45 0.22 -0.236
C 1.281 -2.512 0.385 -0.57 -0.09 -1.06 -0.357
H -1.595 -4.627 2.432 -0.01 0.03 0.02 0.026
H -1.379 -4.671 0.680 -0.01 0.01 0.00 0.013
H -1.736 -3.138 1.486 -0.05 -0.01 0.03 0.008
H 1.410 -5.989 2.651 0.01 0.00 0.00 0.027
H 2.830 -5.140 2.014 -0.01 0.01 0.02 0.024
H 1.680 -5.900 0.905 0.01 -0.04 0.02 0.020
H 0.655 -3.307 4.332 0.03 0.09 0.10 0.019
H 0.300 -1.815 3.449 0.01 0.02 -0.04 0.008
H 1.977 -2.382 3.603 0.00 0.02 -0.04 0.021
H 2.364 -2.437 0.245 0.01 0.71 0.47 -0.050
N -2.387 -1.726 -1.688 -0.07 -0.12 -0.22 0.021
C -2.941 -2.609 -2.522 -0.03 -0.03 0.02 -0.050
C -2.021 -3.622 -2.718 0.01 0.08 -0.02 -0.028
C -0.916 -3.254 -1.952 0.12 -0.18 0.13 -0.148
N -1.146 -2.102 -1.326 -0.17 0.78 0.02 -0.087
H -2.701 -0.816 -1.368 -0.02 -0.08 0.03 0.128
H -3.936 -2.469 -2.910 0.00 0.01 0.00 0.131
H -2.128 -4.490 -3.343 -0.02 -0.03 0.05 0.109
H 0.026 -3.760 -1.815 0.01 0.06 0.07 0.118
```
Positions in Å, forces in eV/Å.

---

- The lowest E belongs to which entry?
  C24H27GeN4O2Sn